Record 1
{
  "formula": "C6H5LaN2O6",
  "method": "ωB97M-V/def2-TZVPD",
  "de_lowest_kj_mol": 37.8,
  "molar_mass_g_mol": 340.02,
  "charge": 2,
  "lumo_energy_ev": -9.6,
  "gap_ev": 7.2,
  "species": ["O", "C", "La", "O", "C", "C", "O", "C", "O", "C", "O", "H", "N", "C", "N", "O", "H", "H", "H", "H"],
  "xyz": [[1.969, 0.533, -1.777], [0.816, 0.004, -1.548], [0.663, 2.010, -0.897], [-2.080, 3.381, -3.073], [-1.215, 3.035, -2.390], [-1.567, 0.925, -1.020], [-2.693, 0.675, -0.914], [0.696, -1.565, -1.417], [1.429, -2.091, -0.537], [-0.446, -2.117, -2.023], [-1.605, -1.855, -2.222], [0.384, -2.831, -2.124], [1.078, -0.863, 1.968], [0.487, 0.321, 2.138], [-0.048, 0.603, 3.340], [0.465, 1.230, 1.223], [0.988, -1.515, 2.734], [1.302, -1.246, 1.032], [-0.537, 1.479, 3.455], [-0.086, -0.114, 4.054]],
  "atomic_forces_ev_per_a": [[-1.546, -2.910, -0.704], [5.081, -5.737, -2.064], [0.389, 7.491, 3.379], [3.691, -1.488, 2.984], [-4.666, 2.530, -4.203], [-6.888, -1.287, 0.980], [4.819, 0.740, -0.514], [1.617, 5.628, 5.165], [-2.026, 1.003, -2.877], [-0.047, -0.868, 0.547], [1.193, -0.391, -0.139], [-1.636, -4.539, -3.218], [-0.403, 0.191, -0.533], [-0.038, 0.043, 1.146], [0.257, -0.271, -0.984], [-0.069, -0.623, 0.014], [0.221, -0.212, -0.194], [0.049, 0.443, 1.004], [0.119, -0.149, 0.208], [-0.116, 0.403, 0.002]]
}

Record 2
{
  "formula": "C4H7NO",
  "method": "ωB97M-V/def2-TZVPD",
  "smiles": "O=CCN1CC1",
  "de_lowest_kj_mol": 239.9,
  "molar_mass_g_mol": 85.11,
  "lumo_energy_ev": 1.1,
  "gap_ev": 10.6,
  "species": ["O", "C", "C", "N", "C", "C", "H", "H", "H", "H", "H", "H", "H"],
  "xyz": [[-2.613, 0.724, -0.027], [-1.830, -0.090, 0.401], [-0.480, 0.274, 0.981], [0.563, -0.542, 0.362], [0.620, -0.501, -1.094], [1.645, 0.187, -0.279], [-2.049, -1.177, 0.361], [-0.485, 0.063, 2.059], [-0.340, 1.356, 0.842], [-0.105, 0.119, -1.623], [0.838, -1.455, -1.568], [2.639, -0.235, -0.162], [1.598, 1.277, -0.253]],
  "atomic_forces_ev_per_a": [[0.282, -0.386, 0.234], [-0.174, 0.207, -0.086], [-0.100, 0.189, 0.027], [-0.092, -0.061, 0.126], [-0.093, -0.058, -0.270], [0.226, 0.135, 0.015], [-0.013, 0.092, -0.010], [-0.031, 0.063, -0.142], [0.007, -0.140, -0.042], [0.134, -0.043, 0.094], [-0.004, 0.168, 0.052], [-0.165, 0.041, -0.027], [0.022, -0.206, 0.030]]
}

Record 3
{
  "formula": "C5H7OP",
  "method": "ωB97M-V/def2-TZVPD",
  "de_lowest_kj_mol": 353.7,
  "molar_mass_g_mol": 114.08,
  "lumo_energy_ev": [-0.7, -0.7],
  "gap_ev": [7.1, 8.2],
  "species": ["C", "C", "C", "C", "C", "O", "P", "H", "H", "H", "H", "H", "H", "H"],
  "xyz": [[0.871, -0.487, 0.144], [2.153, -0.423, 0.423], [0.324, 0.606, -0.658], [0.524, 1.911, 0.069], [-0.032, -1.621, 0.575], [2.826, 0.732, 0.208], [2.365, 2.325, 0.273], [1.080, 0.661, -1.398], [-0.646, 0.466, -1.117], [0.095, 2.742, -0.487], [-0.088, 1.936, 1.058], [-0.892, -1.104, 1.297], [0.364, -2.417, 1.151], [-0.551, -2.091, -0.328]],
  "atomic_forces_ev_per_a": [[-1.154, -2.924, 1.150], [0.503, 1.929, 0.387], [0.656, 0.881, -0.279], [-1.063, 1.277, 2.176], [-3.157, 1.802, 0.035], [1.291, -0.924, -0.100], [-1.508, -1.006, 0.138], [0.210, 0.205, -1.875], [-0.212, -0.152, 0.214], [0.001, 0.175, -0.288], [1.222, -0.094, -1.283], [1.866, -1.401, -1.950], [0.892, -0.502, 0.494], [0.453, 0.735, 1.181]]
}

Record 4
{
  "formula": "C15H16BrFN4",
  "method": "ωB97M-V/def2-TZVPD",
  "smiles": "F[C@@]1(c2cn(-c3ccc(Br)cc3)nn2)CN2CCC1CC2",
  "de_lowest_kj_mol": 0.0,
  "molar_mass_g_mol": 351.22,
  "lumo_energy_ev": 0.3,
  "gap_ev": 8.6,
  "species": ["F", "C", "C", "C", "N", "C", "C", "C", "C", "Br", "C", "C", "N", "N", "C", "N", "C", "C", "C", "C", "C", "H", "H", "H", "H", "H", "H", "H", "H", "H", "H", "H", "H", "H", "H", "H", "H"],
  "xyz": [[-2.263, -0.005, 0.709], [-1.482, -0.678, -0.175], [-0.047, -0.227, 0.027], [0.350, 0.784, 0.823], [1.696, 0.800, 0.824], [2.527, 1.701, 1.500], [2.053, 2.548, 2.523], [2.885, 3.364, 3.255], [4.244, 3.432, 2.983], [5.385, 4.642, 3.965], [4.748, 2.628, 1.982], [3.908, 1.781, 1.230], [2.144, -0.252, 0.089], [1.121, -0.814, -0.433], [-1.612, -2.216, 0.067], [-2.249, -2.857, -1.122], [-3.597, -2.308, -1.409], [-3.467, -0.788, -1.713], [-1.991, -0.363, -1.612], [-1.216, -1.207, -2.653], [-1.394, -2.705, -2.322], [-0.286, 1.473, 1.386], [0.980, 2.570, 2.721], [2.527, 3.946, 4.118], [5.794, 2.628, 1.693], [4.310, 1.182, 0.423], [-2.309, -2.430, 0.878], [-0.662, -2.704, 0.309], [-3.997, -2.773, -2.325], [-4.262, -2.560, -0.548], [-4.094, -0.251, -1.002], [-3.879, -0.616, -2.682], [-1.927, 0.711, -1.870], [-0.146, -0.989, -2.660], [-1.566, -0.981, -3.673], [-1.806, -3.289, -3.144], [-0.420, -3.177, -2.161]],
  "atomic_forces_ev_per_a": [[-0.553, 0.765, 0.956], [1.456, -0.986, -1.696], [0.568, -0.145, 0.034], [-1.226, 1.380, 0.871], [-0.460, -0.493, -0.016], [1.998, 1.135, 1.066], [-1.022, -0.716, -0.602], [0.308, 0.714, 0.935], [0.159, -0.105, -0.047], [-0.517, -0.624, -0.424], [-0.063, -0.557, -1.003], [-0.651, 0.069, 0.355], [0.137, 0.961, -0.396], [-0.830, -0.894, 0.191], [-1.243, -0.258, -1.332], [0.464, -0.730, -0.204], [0.764, -0.018, 0.289], [-0.346, -0.404, 1.378], [-0.380, -0.316, -0.581], [0.316, 0.062, -0.301], [-0.074, -0.031, 0.586], [0.572, -0.299, -0.335], [0.390, -0.067, 0.207], [-0.174, -0.253, -0.690], [-0.044, 0.185, 0.244], [0.118, -0.005, 0.129], [0.102, 0.416, 0.292], [-0.122, 0.205, -0.339], [0.220, -0.321, 0.538], [0.446, 0.372, -0.670], [0.129, 0.299, -0.014], [-0.019, 0.431, -0.806], [0.268, -0.412, 0.468], [-0.079, 0.247, 0.138], [-0.114, 0.058, 0.407], [-0.425, 0.179, -0.042], [-0.075, 0.153, 0.418]]
}

Record 5
{
  "formula": "C28H25BiN7",
  "method": "ωB97M-V/def2-TZVPD",
  "molar_mass_g_mol": 668.54,
  "charge": 3,
  "lumo_energy_ev": -9.3,
  "gap_ev": 6.9,
  "species": ["Bi", "C", "N", "C", "C", "C", "C", "C", "C", "N", "C", "C", "C", "C", "C", "C", "N", "C", "C", "C", "C", "C", "N", "H", "H", "H", "H", "H", "H", "H", "H", "H", "H", "H", "H", "H", "H", "H", "H", "H", "H", "N", "C", "C", "C", "C", "C", "C", "C", "N", "C", "C", "N", "C", "H", "H", "H", "H", "H", "H", "H"],
  "xyz": [[0.474, -1.539, 1.287], [-2.075, -3.006, -0.079], [-1.884, -2.103, 1.065], [-2.677, -0.877, 0.880], [-1.993, 0.401, 1.267], [-2.731, 1.573, 1.392], [-2.091, 2.752, 1.740], [-0.723, 2.715, 1.999], [-0.052, 1.523, 1.841], [-0.673, 0.405, 1.441], [-2.208, -2.801, 2.326], [-1.763, -2.076, 3.569], [-2.408, -2.268, 4.784], [-1.930, -1.604, 5.908], [-0.835, -0.759, 5.772], [-0.221, -0.661, 4.538], [-0.670, -1.318, 3.470], [-1.199, -2.656, -1.247], [-1.561, -2.996, -2.544], [-0.644, -2.805, -3.569], [0.610, -2.287, -3.260], [0.883, -1.949, -1.948], [-0.014, -2.109, -0.973], [-3.123, -3.029, -0.397], [-1.806, -4.031, 0.207], [-3.613, -0.947, 1.448], [-2.960, -0.777, -0.175], [-3.795, 1.555, 1.214], [-2.647, 3.676, 1.816], [-0.187, 3.597, 2.317], [1.007, 1.447, 2.024], [-1.703, -3.772, 2.317], [-3.287, -2.992, 2.387], [-3.254, -2.931, 4.865], [-2.397, -1.744, 6.872], [-0.455, -0.198, 6.611], [0.658, -0.050, 4.397], [-2.533, -3.423, -2.742], [-0.896, -3.073, -4.585], [1.364, -2.148, -4.020], [1.846, -1.559, -1.665], [2.790, 4.905, -7.112], [2.763, 4.418, -6.078], [2.724, 3.754, -4.822], [1.498, 3.416, -4.247], [1.459, 2.671, -3.087], [2.643, 2.253, -2.476], [3.868, 2.641, -3.020], [3.908, 3.388, -4.181], [2.602, 1.412, -1.331], [3.676, 0.966, -0.606], [3.201, 0.121, 0.351], [1.842, 0.045, 0.226], [1.516, 0.841, -0.796], [0.581, 3.735, -4.718], [0.497, 2.423, -2.666], [4.802, 2.362, -2.563], [4.856, 3.684, -4.600], [4.687, 1.259, -0.792], [3.741, -0.421, 1.100], [0.510, 0.971, -1.135]],
  "atomic_forces_ev_per_a": [[0.047, -0.007, -0.030], [-0.153, -0.519, -0.327], [0.466, 0.156, 0.133], [-0.493, 0.299, -0.203], [-0.250, 0.387, 0.036], [0.141, -0.091, 0.039], [0.131, -0.225, -0.039], [-0.033, -0.079, 0.026], [0.031, 0.522, 0.085], [-0.119, -0.022, -0.393], [-0.277, -0.458, 0.484], [-0.188, -0.007, 0.440], [0.112, 0.152, -0.078], [0.158, 0.037, -0.206], [-0.014, -0.025, -0.031], [-0.056, 0.004, 0.378], [-0.102, -0.384, -0.081], [-0.353, -0.020, -0.459], [0.141, 0.046, 0.169], [0.098, 0.057, 0.235], [-0.097, -0.017, 0.111], [0.229, -0.102, -0.653], [-0.023, 0.136, 0.428], [0.076, -0.014, 0.147], [-0.105, 0.159, 0.143], [0.085, -0.078, -0.105], [0.054, -0.157, 0.115], [-0.128, -0.020, -0.009], [-0.021, 0.026, 0.050], [0.042, 0.026, 0.018], [0.120, 0.092, -0.006], [-0.100, -0.016, -0.130], [0.141, -0.052, -0.092], [-0.158, -0.042, -0.071], [-0.067, 0.015, 0.015], [0.076, 0.014, 0.090], [0.127, 0.098, 0.055], [-0.038, -0.014, 0.016], [-0.019, -0.003, -0.080], [0.053, -0.004, -0.031], [0.135, 0.052, -0.022], [0.002, 0.285, -0.505], [0.010, 0.067, 0.055], [-0.005, -0.391, 0.605], [0.203, 0.042, -0.093], [0.223, -0.187, 0.327], [0.050, 0.815, -1.132], [-0.251, -0.207, 0.313], [-0.245, 0.090, -0.130], [-0.239, -0.476, 0.624], [0.342, -0.321, 0.452], [0.409, 0.181, -0.291], [-0.240, 0.236, -0.414], [-0.154, -0.148, 0.216], [-0.074, -0.005, -0.056], [-0.132, -0.010, 0.029], [0.117, -0.058, 0.053], [0.092, -0.020, -0.050], [0.150, 0.128, -0.101], [0.226, -0.100, 0.167], [-0.152, 0.159, -0.237]]
}